C2H8P4 | ωB97M-V with the def2-TZVPD basis set

The geometry in XYZ format:
```
14
Properties=species:S:1:pos:R:3:lowdin_charge:R:1
H -2.33438 0.98401 -0.60003 0.06
P 2.24198 -1.23624 -0.15958 0.23
C -1.91386 -0.02164 -0.67079 -0.22
P 1.29999 0.65349 -0.72506 0.08
H -1.20339 -0.03723 -1.50037 0.02
H -0.67856 2.00532 0.80770 -0.05
H -0.81761 -1.41206 0.57526 0.04
H -1.94910 -0.38317 1.45752 0.06
H 2.69040 -1.52347 -1.45382 -0.19
C -1.22975 -0.40122 0.63415 -0.61
H -2.71777 -0.72077 -0.89538 0.06
H 3.08846 0.75097 1.37963 -0.21
P 0.14846 0.74496 1.13589 0.51
P 3.37515 0.59704 0.01489 0.22
```

Computed properties:
**SMILES**: CC[PH]#P1[PH]#[PH]1
**Highest occupied orbital energy**: -8.655 eV
**Charge**: 0
**Molecular weight**: 156.0 g mol⁻¹
**Energy relative to the best compared isomer or geometry (same formula, charge and spin)**: 0.000 eV
**Max |F|**: 1.902 eV/A
**Orbital gap**: 0.350 Ha